1.
Molecular formula: C6H9NO
Method: DFT, ωB97M-V with the def2-TZVPD basis set

Structure (XYZ):
```
17
Properties=species:S:1:pos:R:3:forces:R:3
C -0.534 1.036 0.294 -3.82 0.75 3.65
C -1.304 -0.106 -0.158 0.47 -3.22 -3.16
C -0.655 -1.537 0.036 -3.79 1.87 -3.56
C -0.268 -0.791 -1.186 -0.16 2.14 0.33
C 1.706 -0.015 -0.024 3.43 -0.13 1.43
C 0.794 1.050 -0.230 0.95 4.81 -0.94
H 0.303 0.465 2.285 -4.49 2.76 -2.74
H -1.203 1.900 0.023 1.26 -0.21 0.13
H -2.394 0.027 -0.403 1.39 -0.42 0.30
H -0.160 -1.631 0.903 1.95 -0.88 2.58
H -1.414 -2.261 -0.262 0.39 -0.33 0.67
H -0.569 -1.008 -2.188 -0.31 -0.87 -0.14
H 1.402 -0.711 0.772 0.69 -0.06 -0.79
H 2.831 0.316 -0.029 -2.21 -1.12 -0.14
H 1.147 2.147 -0.319 -0.05 -1.97 -0.40
N 0.973 0.076 -1.285 -0.61 -1.25 0.51
O -0.655 1.044 1.770 4.90 -1.86 2.25
```
Forces are in eV/Å.

Summary:
ΔE to the lowest compared entry with this formula, charge and spin = 495.1 kJ/mol
HOMO energy = -9.13 eV
lowest unoccupied orbital energy = 0.6 eV
net charge = 0
energy = -363.83568 Ha
F_max = 0.115 hartree/bohr

Results of the Löwdin charge analysis, in e, for atoms 1 through 4: -0.3929 -0.1298 -0.0360 -0.1683

=====

2.
Molecular formula: C6H9NO
Method: DFT, ωB97M-V with the def2-TZVPD basis set

Structure (XYZ):
```
17
Properties=species:S:1:pos:R:3:forces:R:3
C -2.037 -0.109 0.402 1.00 -1.46 -0.87
C -0.555 -0.345 -0.082 -0.62 -0.02 3.25
C 0.018 -1.546 0.102 -1.05 -2.07 1.76
C 1.257 -1.998 -0.430 -0.10 -3.13 -1.25
O 1.909 -1.377 -1.204 1.93 1.69 -1.24
N 0.007 0.814 -0.549 0.37 -0.07 0.72
C 0.154 1.931 0.357 2.31 -0.44 1.38
C 1.352 1.411 -0.383 -1.53 -0.27 -4.08
H -2.239 0.549 1.289 0.55 0.32 -1.59
H -2.537 -1.047 0.746 0.67 0.39 -0.77
H -2.307 0.108 -0.665 -1.47 0.72 1.41
H -0.474 -2.385 0.705 0.09 1.58 -1.07
H 1.508 -3.167 -0.432 -0.58 1.77 1.04
H -0.239 2.776 -0.100 -0.96 1.86 0.36
H 0.406 1.822 1.535 -1.49 0.15 -2.81
H 1.736 1.668 -1.459 -0.68 0.32 2.44
H 2.042 0.894 0.168 1.55 -1.33 1.34
```
Forces are in eV/Å.

Summary:
ΔE to the lowest compared entry with this formula, charge and spin = 397.2 kJ/mol
SMILES string = C/C(=C/C=O)N1CC1
HOMO energy = -8.83 eV
lowest unoccupied orbital energy = 0.6 eV
net charge = 0
energy = -363.87296 Ha
F_max = 0.085 hartree/bohr

Results of the Löwdin charge analysis, in e, for atoms 1 through 4: -0.0244 -0.3101 -0.0648 -0.3408

=====

3.
Molecular formula: C6H9NO
Method: DFT, ωB97M-V with the def2-TZVPD basis set

Structure (XYZ):
```
17
Properties=species:S:1:pos:R:3:forces:R:3
C -1.138 -0.124 2.071 -0.38 -0.32 -0.40
C -0.593 0.605 0.893 2.18 1.55 2.05
N -0.805 1.758 0.509 -0.63 -1.42 -0.51
C -0.516 -0.661 -0.704 1.55 -1.49 -1.31
C -1.430 -1.063 -1.402 0.31 0.22 0.40
H -0.536 2.079 -0.409 0.52 0.31 0.27
H -2.227 -0.160 1.981 0.09 0.01 0.09
H -0.723 -1.125 2.131 -0.06 0.07 0.01
H -0.858 0.438 2.962 0.07 0.00 -0.10
H -2.230 -1.412 -2.013 -0.12 0.11 0.13
C 1.722 0.311 -1.375 0.23 -0.10 0.09
C 1.075 -0.576 -0.311 -2.15 -0.04 -1.51
O 1.118 -0.075 0.934 -1.58 1.09 0.64
H 1.426 -1.617 -0.409 0.04 0.18 0.10
H 2.772 0.435 -1.093 -0.03 -0.07 -0.07
H 1.289 1.313 -1.392 -0.07 -0.12 0.05
H 1.656 -0.127 -2.373 0.01 0.01 0.08
```
Forces are in eV/Å.

Summary:
ΔE to the lowest compared entry with this formula, charge and spin = 533.7 kJ/mol
HOMO energy = -9.11 eV
lowest unoccupied orbital energy = -0.6 eV
net charge = 0
energy = -363.82096 Ha
F_max = 0.066 hartree/bohr

Results of the Löwdin charge analysis, in e, for atoms 1 through 4: -0.0211 -0.3404 0.1927 -0.1105

=====

4.
Molecular formula: C6H9NO
Method: DFT, ωB97M-V with the def2-TZVPD basis set

Structure (XYZ):
```
17
Properties=species:S:1:pos:R:3:forces:R:3
C -2.606 0.317 0.945 -0.19 -4.49 0.67
C -1.575 -0.439 0.506 -1.96 0.30 0.59
C -0.316 0.085 0.136 3.82 1.50 0.30
N -0.034 1.364 0.221 -2.81 -3.38 0.18
C 1.214 1.918 0.016 2.94 1.09 -0.79
C 0.795 -1.072 -0.011 -1.63 2.73 1.87
C 1.051 -1.594 -1.307 -1.23 0.50 -1.62
O 0.354 -2.383 -0.314 0.64 0.31 -0.69
H -3.332 -0.323 1.509 0.06 1.06 -0.82
H -2.788 1.327 0.839 0.22 1.97 -0.02
H -1.603 -1.537 0.534 -0.26 0.60 0.35
H 1.049 2.913 -0.506 0.49 -1.01 0.69
H 1.894 1.295 -0.672 -0.59 0.78 1.02
H 1.770 2.140 1.016 -0.92 -0.40 -1.62
H 1.583 -1.045 0.787 -0.57 0.13 -0.97
H 0.462 -1.287 -2.226 0.52 -0.34 1.43
H 2.079 -1.679 -1.473 1.47 -1.36 -0.56
```
Forces are in eV/Å.

Summary:
ΔE to the lowest compared entry with this formula, charge and spin = 380.2 kJ/mol
SMILES string = C=C/C(=N/C)[C@@H]1CO1
HOMO energy = -8.99 eV
lowest unoccupied orbital energy = 0.3 eV
net charge = 0
energy = -363.87942 Ha
F_max = 0.088 hartree/bohr

Results of the Löwdin charge analysis, in e, for atoms 1 through 4: 0.0610 -0.1300 -0.2369 0.0001